264
Properties=species:S:1:pos:R:3:forces:R:3 method="wB97M-V/def2-TZVPD" charge=+4 homo_energy_ev=-14.240 lumo_ev=-5.781
H 1.414376 1.980617 -7.642611 0.3 -0.3 0.3
H -6.951492 1.949234 6.994250 -0.1 -0.4 -0.1
H -4.510610 2.796888 8.136368 0.2 0.3 -0.7
H 2.513563 6.870609 1.255418 -0.6 0.1 0.1
C -1.036092 -7.577670 -6.540037 -1.4 -0.9 1.0
H 3.414359 -0.212961 3.282308 0.2 0.0 0.1
C -1.376802 5.082753 1.319489 0.6 2.2 -0.7
O -7.240356 1.648187 -0.600026 1.7 1.0 1.0
H 1.946864 -5.023650 0.748362 -0.2 -0.2 -0.5
C 1.462313 6.578364 1.110791 0.2 -1.2 -0.5
H -4.704081 9.100618 0.899356 1.5 1.5 1.4
C 7.515523 0.648175 -6.403485 -1.0 -1.1 -0.5
O -5.514413 2.464562 5.117142 -0.7 -0.9 -2.2
H 4.921139 -4.098522 1.690836 0.8 -0.2 0.1
C -2.609504 6.137935 5.486530 0.2 1.3 1.3
C 8.004758 0.865587 -0.818764 1.3 -1.2 0.1
N -0.720059 -1.362846 -6.655401 0.7 -1.3 0.1
H 9.947588 1.619761 -6.767932 0.4 0.9 -0.1
H 1.470631 -7.996359 -2.887600 -0.5 0.1 0.1
H -8.400421 0.891531 9.884886 0.6 0.4 1.0
H -1.333417 -0.648941 -6.321201 -0.2 0.4 0.3
H -0.054198 -7.356476 -8.458333 1.1 -1.2 -0.8
C 1.037566 -8.915191 -5.993345 -1.7 0.2 1.5
C 3.301243 -5.438298 2.371602 -0.8 0.6 -1.8
H 8.338021 2.953741 -1.260250 0.4 -0.6 0.3
H -1.840269 -1.670183 1.095108 -0.1 1.0 0.7
H -3.983824 -2.786006 0.438150 0.1 -0.5 0.2
C 1.821343 -4.380877 -1.724063 -0.6 1.8 -0.3
H 0.669914 -1.800723 1.534831 -0.2 -0.1 0.3
O -4.157463 6.833626 1.164849 -0.1 0.6 0.2
H -4.183904 -0.294789 -7.780206 0.0 -0.1 0.3
H -0.096511 -3.229609 -2.044657 0.8 -0.5 -0.1
H 2.699324 -8.377669 -4.820082 -1.0 -0.8 0.7
H 1.426003 6.034735 0.169552 0.2 0.1 -0.2
H -0.326620 6.141660 4.350603 0.9 0.4 0.7
H -2.868559 0.811515 -3.804001 -0.7 -1.4 0.8
H 9.542897 2.240490 -0.123636 -0.4 -0.1 0.1
C 9.353209 2.108455 -5.994523 -1.1 -0.5 0.1
H -0.409724 7.736369 3.088057 0.2 0.7 0.0
C -2.269557 1.171762 7.446166 -0.8 0.2 -0.7
H -3.653206 6.337291 5.793534 0.2 -0.6 -0.7
H -2.384331 -4.864724 -7.997361 -0.7 -0.7 0.1
H 4.354699 2.691458 3.227458 -0.8 -0.8 -0.2
H 3.923104 1.900482 -0.165574 0.1 -0.1 -0.6
H 0.866651 8.716518 1.187381 -0.6 -1.3 0.0
H -3.638034 -3.381541 2.033252 0.4 0.3 0.6
H 1.535352 -8.703323 -6.926651 0.5 0.2 0.1
O -7.143224 0.711017 -2.707268 2.9 2.1 -0.4
C -0.388094 -8.148887 -4.232315 1.6 2.0 1.6
H 7.039685 -0.568364 -1.778521 1.3 1.5 -0.3
C -7.632824 1.707150 7.809266 1.2 2.3 0.0
H -5.896241 0.418156 9.406080 0.3 0.3 -0.2
H 2.834751 -1.538056 -4.199782 0.2 0.7 0.1
H -9.085218 -0.600656 -1.619103 0.0 -1.1 0.0
C 0.986181 5.596841 2.198062 0.0 -0.8 -1.5
H -6.175963 3.743256 10.038116 0.9 0.7 1.0
H -1.650577 7.522610 1.848825 -0.2 0.6 -0.3
C -3.850423 1.269992 3.448491 -1.3 -1.0 0.3
H -0.791945 4.487750 3.852378 0.5 -0.1 0.2
C -6.826790 3.664207 9.216468 -1.7 -1.3 -1.5
H 2.841628 0.040916 -1.105824 0.6 0.6 -0.1
H 9.865712 2.444089 -5.122983 1.0 -0.3 0.5
C 6.922758 -2.815629 -2.731933 1.3 -0.8 -0.1
H -3.827268 -5.492873 -8.765599 -0.7 -0.2 -0.1
H 1.591604 -6.559050 -4.870740 -0.1 0.9 0.0
C -0.610048 7.377605 2.087209 -0.3 -1.6 0.9
C -4.191859 0.952754 -6.004197 1.8 0.8 -0.2
C -4.658518 0.611385 -7.394428 0.4 -0.1 -0.5
C -2.132100 -6.895853 -8.639647 0.0 0.8 0.2
H 7.667590 -0.511710 -3.943466 -0.3 -0.3 -0.2
H -1.771496 -2.627339 -0.341679 0.0 0.0 0.8
N 0.098630 -7.753388 -5.603990 0.8 1.5 -0.8
N -6.975482 2.162656 9.085265 0.5 -0.4 0.8
H -2.789430 6.629212 3.342007 -0.1 0.0 0.4
H 3.717676 -6.213467 1.666478 -0.3 0.9 0.9
H -8.916569 4.210130 8.703366 0.6 0.0 0.1
C -0.114466 4.594634 -8.540661 1.5 -0.5 0.3
H -0.886878 -4.011764 2.234024 -0.5 0.2 1.0
H 0.648681 -9.555436 -2.851683 -0.1 -0.4 0.0
C -0.007906 1.616865 0.408531 -0.2 0.8 -0.1
H -8.179362 5.056357 10.036668 -0.4 0.2 0.5
C 3.904497 -1.973580 6.262743 1.0 -0.6 0.1
H -1.321434 4.075488 1.604632 0.2 -1.5 0.1
H 2.336729 -10.062103 -4.575371 -0.4 0.0 -0.2
H 3.337539 -2.068017 2.132858 -0.2 0.7 0.4
H 7.185024 -1.662980 2.197839 -0.3 -0.3 -0.5
H -4.043814 0.518538 4.237581 0.3 0.3 -0.3
H 6.525707 -1.110953 -6.644412 -0.6 -0.9 0.2
H 0.289376 -5.527506 -5.697149 -0.7 0.1 0.6
H -3.294908 -4.446520 0.704315 0.3 1.2 0.0
H 6.406460 1.737109 2.470781 0.2 0.2 -0.8
O 2.599642 -3.562911 -1.122565 -0.5 -0.4 -0.6
H -0.069887 0.846227 -0.352866 -0.4 -0.2 0.0
C 1.892876 -5.003030 1.824277 1.0 0.2 -0.1
C -0.707449 -3.528244 1.295256 0.4 -1.4 -0.8
C -2.420576 5.853000 4.022791 0.1 -0.1 -0.8
H 0.794714 -4.095608 3.989098 -0.4 0.3 -0.5
O 4.832114 0.282776 -3.496855 2.4 0.5 -1.9
C 7.055302 -0.765848 2.777602 0.4 -1.1 1.4
O 2.948953 -1.327469 5.467349 0.4 -1.3 -0.5
H 3.234375 -3.036985 0.672366 -0.6 -0.2 1.0
N 3.277748 0.752201 3.578615 1.7 1.9 0.2
H -0.080241 7.722104 0.086604 0.2 -0.1 -0.3
H 7.860109 -0.105878 2.490974 -0.1 0.5 0.0
H 4.906711 2.156268 -1.673479 -0.5 -0.8 0.6
O 1.792056 -5.596806 -1.627541 0.2 -1.5 0.2
C -5.973432 2.186901 3.971191 1.0 1.2 1.7
H -2.392929 5.461069 1.479374 0.2 -0.1 -0.3
C -7.684763 0.988060 -1.475594 -0.4 -0.6 -2.4
H 5.360915 0.965690 -0.433421 0.1 -0.5 -0.1
H 2.408075 -3.631464 4.173382 -0.1 0.5 -0.3
H 1.099898 4.516223 1.913563 0.1 1.0 0.5
C 6.841286 -2.476537 -4.218090 1.1 0.0 -0.3
H 9.669487 1.948555 -1.852035 -0.6 -0.4 0.3
H -8.805550 3.269502 11.480265 -0.1 -0.2 0.6
H -7.968548 1.424239 3.824610 -0.7 -0.8 -0.3
H -0.496373 -0.655144 -8.666731 0.5 -0.4 1.0
O 8.484275 1.039877 -5.544966 1.1 2.3 1.3
H -5.030762 1.287643 7.218827 0.2 0.8 0.8
N -0.501052 5.859831 2.306588 0.0 0.3 0.6
H -0.658710 4.051986 -9.266888 -1.0 -0.9 -0.5
H 4.349258 -3.776266 3.359241 0.7 0.0 0.6
H 2.239034 0.197311 -4.082829 -0.4 -0.3 -0.5
C -8.821402 2.904354 10.470958 -1.4 2.6 -1.0
O 2.161531 0.668956 0.941797 -1.1 -0.2 -0.2
H 7.868787 0.535904 -7.440323 0.0 0.4 0.0
H 2.335543 1.107843 3.214104 -0.3 0.1 0.0
H -9.901559 2.703736 10.194950 1.4 0.1 0.3
H 0.729232 4.860452 -9.153674 0.6 0.6 -0.2
C 5.850704 -2.646213 -0.635287 -1.6 0.2 -0.5
C -1.883344 -2.679806 0.774501 0.2 -2.1 -1.2
N -5.106990 1.798720 2.960899 -2.0 0.6 1.8
H -2.297086 5.215209 6.017225 0.0 0.7 0.1
C -3.325298 1.040453 8.497999 -0.5 0.3 0.0
H -5.577030 1.414914 2.153737 0.4 -0.1 -0.2
C -5.626535 1.491834 9.330960 -1.5 -1.8 -1.7
C 5.691756 1.115884 2.981412 0.2 -0.9 1.9
H -6.281683 1.279032 -3.016858 -2.9 -2.0 1.5
H -1.348528 0.945517 7.916923 1.2 -0.5 0.0
H 1.532092 5.836042 3.102703 -0.6 -0.2 0.5
H 7.724388 -2.998108 -4.714777 -1.1 0.7 0.5
C 0.929669 -8.732949 -3.487006 -1.0 1.4 -1.3
H 1.410403 -6.441066 -6.662062 -0.6 -0.1 1.3
H 0.283961 -9.673682 -6.192008 0.4 -0.6 0.1
H 1.834426 -1.024384 -2.828140 0.8 0.5 -0.3
H -5.351867 1.738001 10.335019 0.7 0.7 0.3
C -3.052390 -5.769507 -8.078222 1.6 0.0 0.4
O 5.755768 -0.262304 2.621000 -0.6 1.3 -0.6
O -0.179929 -3.557161 -6.599846 0.5 -0.5 0.6
H -1.914801 -6.712360 -9.693166 -0.2 0.0 0.0
H -2.207807 7.554876 7.094211 0.2 0.2 -1.3
C 0.720023 -3.727996 -2.638955 0.7 2.1 0.3
C 3.840567 -0.015013 -2.900347 -2.9 -0.2 2.9
H 5.951470 1.244771 4.049680 0.4 -0.4 -0.1
C 0.417711 7.676943 1.049850 0.6 2.5 -0.3
H -4.459020 1.359622 -8.167697 0.0 0.2 0.4
H -2.861391 1.461306 9.366451 -0.2 0.2 1.0
H 5.249364 -3.565396 -0.625060 0.1 0.1 -0.5
H 7.977686 -2.617783 -2.355187 -0.9 -0.3 -0.4
H 3.273401 2.011965 5.217081 -0.3 -0.2 0.4
N 3.627909 0.451866 -1.625862 -0.4 -1.0 -0.6
N 1.771276 -3.532537 2.146794 -1.6 0.0 -0.1
H -2.511013 -2.348330 -5.042424 -1.0 0.4 -0.3
C 1.157336 1.305868 1.350781 0.8 0.7 0.0
H -7.951786 0.721396 7.888697 0.1 -2.0 0.1
O 0.399396 3.431198 -6.332261 -0.2 0.9 -2.1
C 7.304069 -0.769557 -5.985620 -1.1 -0.3 0.1
H -6.475520 7.273662 -1.180311 0.5 -0.5 1.0
H -6.456853 5.855906 0.003736 -0.2 0.2 -0.2
C -2.365212 1.492044 -4.412452 0.3 2.2 -1.1
C -5.041852 7.332170 0.499418 -0.1 0.0 -1.1
H 7.161622 -1.098909 3.828592 0.3 0.4 -0.2
H -2.207654 2.190560 7.096202 0.0 0.5 -0.1
O 1.113151 1.826712 2.512824 -0.4 -0.2 0.1
H 2.745323 0.166735 6.831823 -0.1 -0.1 0.8
H -7.231519 1.634020 11.137214 -0.3 -0.2 -0.5
H -2.494430 0.556342 6.581678 0.3 -0.2 -0.2
H 0.406623 -2.113560 -8.186489 0.3 0.2 0.0
C 0.855791 -6.438149 -5.667057 2.2 -1.7 -0.7
H -0.653602 5.486058 -8.294219 -0.1 0.1 1.0
H 8.827501 3.032985 -6.276295 -0.2 -0.6 -0.6
O -5.356690 8.624880 0.444572 -0.8 -0.8 -0.5
H -3.440000 -6.018446 -7.063933 0.0 0.3 -0.8
H 4.042096 1.547318 1.823479 -0.5 0.5 -0.4
H -1.300147 1.381472 -4.344645 0.6 -0.3 -0.1
C 8.949910 2.049269 -1.017768 -0.5 0.5 -0.7
C 0.492399 3.589334 -7.551225 -0.7 -0.6 1.3
O -4.949075 0.923776 -5.075717 -0.6 -0.3 1.1
H -7.841087 3.077355 4.560709 0.6 -1.5 -1.1
H -2.212498 8.300748 5.436697 0.0 0.4 -0.2
H -3.216647 2.019328 3.840426 0.6 0.9 0.3
H 1.013438 -2.925723 0.290957 0.9 0.0 -1.5
C -8.246627 4.087592 9.567442 -0.5 -0.2 -0.2
H 4.930989 -1.924064 5.880916 -0.1 0.5 -0.2
H -2.471724 1.814182 -6.594241 0.8 0.5 0.0
N 6.941231 -0.989832 -4.509613 0.6 -0.2 -1.2
H -9.478275 0.724534 -0.470718 -0.2 -0.2 -0.5
C -4.647256 1.724991 8.173951 -0.2 -0.6 0.8
H -1.052447 5.268003 0.238957 -0.3 -0.3 1.6
H 3.645231 -3.004312 6.202163 -0.1 -1.0 0.1
H -8.532489 2.258819 7.650308 -0.6 0.7 0.1
H 6.035083 -0.513442 -4.263191 0.2 -0.1 0.0
H -1.366003 -8.631974 -6.606268 -0.6 0.6 -0.6
C 0.090080 -1.137755 -7.831266 0.0 1.5 -0.5
C -7.469159 2.354597 3.736614 0.4 3.5 0.3
H -0.790301 7.346464 6.096455 -0.7 0.3 -0.5
H 1.189310 -2.310135 3.864140 0.4 -1.1 -0.4
H -6.390274 4.030896 8.288854 -0.1 0.3 0.2
C -0.811766 -6.907963 -7.889099 -0.6 0.3 1.0
H -7.685824 2.976949 2.812455 0.2 -1.4 0.6
H -0.963973 1.816706 0.946201 0.7 -0.6 -0.3
C 4.507837 1.390928 -0.949941 -0.1 1.1 -0.3
N -2.808278 1.298541 -5.809261 -2.2 -1.1 0.5
C 4.091284 -4.072457 2.365427 -1.1 -1.1 -0.2
C -1.898934 7.447234 6.009992 0.4 -2.0 1.8
H 0.215570 -4.378913 -3.329265 0.1 -0.6 -0.2
C -0.697290 -2.604305 -6.043153 -0.7 1.7 -1.8
O 6.012167 -2.107913 -1.964305 -0.9 0.9 0.6
C -7.871507 1.803256 10.257355 0.0 -2.1 -0.8
C 3.451700 0.950681 5.048407 0.0 -0.7 -0.7
H -1.796863 -7.015236 -5.921542 0.6 -0.5 -0.9
C -3.246402 -3.364135 1.027183 -0.4 -0.2 -1.1
H -2.996637 4.954828 3.830079 -0.2 -0.1 -0.4
H 4.475151 0.714528 5.344745 0.1 0.2 -0.3
H 6.719530 -3.897596 -2.629090 0.3 0.3 -0.2
O 7.754119 0.159902 -1.998687 -1.5 -0.4 2.1
H 1.009966 -5.514395 2.181273 0.0 -0.3 0.2
C 0.640690 -2.862236 1.266431 1.1 0.5 1.6
C -0.937491 5.553966 3.723486 -1.6 -0.8 -1.0
H 1.197829 -2.868820 -3.210419 -0.6 -1.2 0.5
H 6.535691 1.176805 -6.423114 0.7 0.4 0.3
H 0.966526 -0.456599 -7.565213 -0.9 -1.0 -0.6
C 4.303303 1.643024 2.859276 0.0 -0.7 -0.6
H -3.545245 0.004373 8.697790 0.1 -0.5 0.2
H -5.722132 0.450785 -7.330649 -0.3 0.0 -0.1
H -1.134016 -1.976344 -4.023535 -0.1 -0.2 -0.4
C 2.607137 -0.055076 5.787977 -0.5 1.8 0.6
H 8.211621 -1.295246 -6.196124 0.5 -0.6 0.2
H 6.809359 -2.846720 -0.254702 1.3 -0.2 0.9
C 3.135519 -3.062687 1.791838 0.3 0.5 -1.6
C -1.516113 -2.639310 -4.818323 0.6 -0.4 1.5
H -0.957155 -7.271516 -3.743328 1.3 -1.2 -0.7
H -3.430710 0.805940 2.610958 1.2 -0.8 -1.1
H -5.171572 6.034867 -1.147396 -0.3 0.4 0.4
H -0.559450 -4.430408 0.639587 -0.5 0.7 0.2
H 0.166633 2.561737 -0.166118 0.3 -0.6 0.5
H 5.924778 -2.827481 -4.698737 0.1 0.1 0.2
H 5.286013 -1.932850 -0.008367 0.5 0.0 -0.5
H -1.090923 -8.919717 -4.363537 -0.9 -1.1 -0.3
H -2.507666 -7.898996 -8.530743 -0.8 -0.3 -0.3
C 1.825941 -9.100465 -4.672695 2.0 0.6 -1.5
C 2.613540 -0.674639 -3.547692 0.1 -0.3 0.8
H -1.543912 -3.643876 -4.425828 0.0 -0.3 0.1
C -5.862704 6.623783 -0.505061 -0.4 -1.3 -1.2
C -9.050326 0.443188 -1.441558 -1.4 1.3 -0.7
H 1.557833 0.020138 5.568811 -0.6 0.5 -0.2
H 3.943745 -1.723905 7.324352 -0.4 0.5 -0.1
C 1.504559 -3.356825 3.614848 0.2 0.3 0.4
H -2.570228 2.480506 -3.927662 -0.1 -0.4 -0.9
H 3.148204 -5.868177 3.331034 0.4 -0.3 0.9
O 7.645759 0.465881 0.280232 -0.1 0.7 -2.0
H -0.478544 -5.896140 -7.762694 0.1 0.7 0.3
H -9.589868 0.917570 -2.330315 0.4 -0.5 1.4
O 1.181135 2.663448 -8.273139 -0.4 0.7 -0.2